# 1
A molecular structure, C6H8CsLiO6 in a non-equilibrium geometry, computed with ωB97M-V/def2-TZVPD.

The calculation puts the energy at -19387.4556 eV. The calculation puts the energy relative to the best compared isomer or geometry (same formula, charge and spin) at 2.207 eV.

Last column: Mulliken charge in e.
Element x y z (Å)
O: 2.0655 -0.9591 0.7489  -0.179
C: 1.0172 -0.3008 1.1943  -0.555
C: 2.6099 -0.6751 -0.5673  -0.323
O: 0.1672 -0.1173 0.1703  -0.080
O: 2.5571 1.5998 0.1847  -0.953
C: 3.3188 0.6807 -0.4915  -0.372
H: 1.8115 -0.6653 -1.3171  0.256
H: 3.3194 -1.4867 -0.7701  0.326
H: 3.6053 0.9275 -1.5381  0.229
H: 4.2800 0.5201 0.0458  0.248
O: -1.7583 -0.0903 1.4900  -0.412
C: -1.1016 0.5341 0.4455  1.212
C: -2.3400 -1.2773 0.9779  -0.396
O: -0.9474 1.8204 0.5719  -1.151
O: -1.8960 0.2465 -0.7123  -0.423
C: -2.7276 -0.8833 -0.4544  -0.341
H: -3.2013 -1.5393 1.6002  0.292
H: -1.6058 -2.0966 0.9903  0.241
H: -3.7773 -0.5731 -0.5343  0.230
H: -2.5175 -1.6761 -1.1819  0.257
Li: 0.9124 2.2481 0.3829  0.918
Cs: -3.7915 3.7631 -1.2357  0.978


# 2
4 unconnected molecules or ions with the total composition C32H29ClN3O11P in a non-equilibrium geometry, computed with ωB97M-V/def2-TZVPD.

The calculation puts the energy at -82454.6883 eV. Its SMILES is CN(C)C(=O)Cc1cc(P(O)O)c(Cl)c2c1C(=O)N(CCN)C2=O.O=C1C=CC(=O)C=C1.O=C1C=CC(=O)C=C1.O=C1C=CC(=O)C=C1.

Last column: Mulliken charge in e.
Element x y z (Å)
C: 7.3864 0.9959 0.5937  -0.997
N: 7.3786 1.9678 -0.5167  0.257
C: 8.6870 2.0332 -1.2108  -1.033
C: 7.0577 3.2617 -0.0220  0.394
O: 7.3141 3.6480 1.0877  -0.574
C: 6.3024 4.1569 -0.9983  -1.156
C: 5.0798 3.4337 -1.5179  0.430
C: 5.1438 2.4259 -2.4897  -0.203
C: 4.0193 1.7659 -2.9578  -0.255
P: 4.1222 0.4209 -4.2032  0.217
O: 5.7008 0.5368 -4.6366  -0.426
O: 4.0293 -0.9207 -3.2226  -0.450
C: 2.7465 2.1196 -2.4845  0.125
Cl: 1.3024 1.3326 -3.0274  -0.159
C: 2.6704 3.1058 -1.5248  0.412
C: 3.8176 3.7389 -1.0380  0.468
C: 3.3360 4.7179 0.0262  -0.070
O: 3.7901 5.7592 0.3583  -0.533
N: 2.1017 4.1245 0.4758  0.005
C: 2.2635 3.0503 1.4539  -0.192
C: 1.0025 2.1839 1.6227  -0.512
N: 1.2023 0.7593 1.3113  -0.499
C: 1.5045 3.7369 -0.7841  -0.529
O: 0.3937 3.9456 -1.1282  -0.504
H: 8.3466 0.9875 1.1089  0.287
H: 6.5858 1.2345 1.2854  0.316
H: 7.1766 0.0124 0.1760  0.366
H: 8.6157 1.5579 -2.1880  0.279
H: 9.4900 1.6238 -0.6028  0.344
H: 8.9296 3.0792 -1.4019  0.389
H: 6.9347 4.3623 -1.8657  0.431
H: 6.0302 5.1002 -0.5415  0.462
H: 6.1110 2.1532 -2.8893  0.600
H: 5.8454 -0.1635 -5.2848  0.348
H: 3.4042 -0.6935 -2.5196  0.372
H: 2.4961 3.5013 2.4160  0.445
H: 3.1082 2.3887 1.2077  0.070
H: 0.1351 2.5314 1.0564  0.378
H: 0.7054 2.2226 2.6720  0.324
H: 2.1688 0.4828 1.4029  0.237
H: 0.8494 0.5274 0.3931  0.217
C: -4.8561 0.6942 2.2013  -0.392
C: -4.0442 1.5373 1.5718  -0.457
C: -2.5718 1.4342 1.7155  0.434
O: -1.8325 2.2075 1.1406  -0.502
C: -2.0387 0.3541 2.5841  -0.072
C: -2.8556 -0.4885 3.2113  -0.597
C: -4.3272 -0.3852 3.0686  0.388
O: -5.0739 -1.1545 3.6381  -0.619
H: -5.9336 0.7504 2.1110  0.451
H: -4.4105 2.3292 0.9311  0.463
H: -0.9600 0.2925 2.6697  0.347
H: -2.4899 -1.2837 3.8485  0.453
C: -8.0606 -2.1999 -1.7166  -0.403
C: -6.7761 -1.9439 -1.4865  -0.237
C: -6.2609 -1.7847 -0.1046  0.214
O: -5.0863 -1.5506 0.1046  -0.547
C: -7.2272 -1.9228 1.0102  -0.060
C: -8.5120 -2.1784 0.7801  -0.424
C: -9.0312 -2.3384 -0.5996  0.282
O: -10.2004 -2.5730 -0.8131  -0.561
H: -8.4590 -2.3193 -2.7161  0.431
H: -6.0522 -1.8401 -2.2855  0.449
H: -6.8283 -1.8057 2.0114  0.445
H: -9.2339 -2.2839 1.5794  0.438
C: -4.6387 -4.9120 0.0189  0.154
C: -3.4370 -5.4134 -0.2522  -0.589
C: -3.0496 -6.7716 0.2046  0.321
O: -1.9547 -7.2301 -0.0395  -0.545
C: -4.0557 -7.5480 0.9735  -0.385
C: -5.2572 -7.0453 1.2441  -0.474
C: -5.6428 -5.6872 0.7868  0.541
O: -6.7390 -5.2283 1.0321  -0.500
H: -4.9397 -3.9262 -0.3041  0.199
H: -2.6911 -4.8631 -0.8114  0.440
H: -3.7536 -8.5361 1.2965  0.408
H: -6.0041 -7.5939 1.8036  0.420


Highest occupied orbital energy
In order: -6.47, -8.94
Unit: eV